[1]
Entry from the OMol25 dataset: a structure of composition C26H19CoN6 at a distorted geometry (wB97M-V/def2-TZVPD).

Output
* <S²>: 6.039
* energy: -73821.175 eV
* HOMO level (alpha / beta): -0.5217 / -0.5214 hartree
* charge: +2
* 2S+1: 5

CARTESIAN COORDINATES (ANGSTROEM)
Co  -14.741  6.503  -7.358
N  -14.515  9.707  -7.974
C  -14.146  8.860  -9.044
C  -14.138  9.385  -10.356
C  -13.804  8.571  -11.386
C  -13.433  7.223  -11.143
C  -13.342  6.842  -9.813
N  -13.850  7.562  -8.767
C  -14.965  9.388  -6.700
C  -15.243  10.483  -5.823
C  -15.752  10.183  -4.596
C  -15.979  8.798  -4.216
C  -15.691  7.827  -5.118
N  -15.262  8.079  -6.401
H  -14.252  10.653  -8.108
H  -14.524  10.363  -10.560
H  -13.774  9.077  -12.370
H  -13.085  6.539  -11.968
H  -12.799  5.933  -9.613
H  -15.020  11.503  -6.060
H  -16.040  10.990  -3.924
H  -16.336  8.635  -3.192
H  -15.842  6.720  -5.007
N  -15.976  -2.423  -2.309
C  -15.819  -1.426  -2.874
C  -15.665  -0.218  -3.600
C  -16.662  0.812  -3.624
C  -16.351  1.986  -4.277
C  -15.180  2.223  -4.978
C  -14.270  1.162  -5.039
C  -14.445  -0.037  -4.287
C  -14.970  3.466  -5.769
C  -13.731  4.128  -5.596
C  -12.668  3.803  -4.710
C  -11.677  4.752  -4.909
C  -12.241  5.702  -5.781
N  -13.424  5.307  -6.285
C  -16.041  3.954  -6.613
C  -17.136  3.188  -6.997
C  -17.953  3.933  -7.829
C  -17.352  5.213  -7.928
N  -16.165  5.252  -7.257
H  -17.608  0.684  -3.041
H  -17.108  2.770  -4.270
H  -13.371  1.234  -5.685
H  -13.649  -0.808  -4.139
H  -12.614  2.928  -4.098
H  -10.736  4.838  -4.379
H  -11.745  6.621  -6.076
H  -17.233  2.123  -6.709
H  -18.857  3.533  -8.317
H  -17.737  6.043  -8.483

Atomic forces in eV per Å
1.9441 -0.6680 0.5188
0.0896 -1.5647 -0.1588
-0.7483 -0.3059 0.7455
-0.2742 -0.3138 1.5574
0.3902 -0.4813 -1.2248
0.8767 0.3405 -0.2697
-0.4177 -0.0394 -1.3467
0.8136 1.2042 -1.5262
-0.6052 -0.5849 -0.4948
0.2868 -1.5573 0.1280
-0.5376 -1.4611 0.3567
0.2047 1.8347 0.5304
-0.4728 -1.3246 -0.8462
0.4264 3.4206 1.1764
-0.0639 0.8746 -0.1629
0.2001 0.5130 0.1926
-0.1465 -0.9458 0.3834
-0.3796 0.9313 1.1455
-0.4546 -0.4394 0.5157
0.0682 0.2806 -0.4957
0.1932 -0.2822 0.0049
0.1208 -0.3688 -0.6556
-0.0056 1.3061 0.6636
0.2270 0.9378 -0.4915
-0.7034 -1.3999 0.8703
0.3297 1.4706 -0.6440
0.6633 -1.1439 0.7305
-1.6234 0.6307 0.2723
0.2409 -1.0668 -0.9043
1.2657 -0.9893 0.1847
-0.3518 0.8237 0.0552
1.8431 0.9202 0.7384
-2.3035 -0.5533 -0.8967
1.2682 0.3592 -0.4686
-0.9055 -0.4908 1.0418
0.0089 -0.1734 -0.9581
0.2016 1.0682 0.3510
0.3919 1.4637 -0.3018
1.9490 -2.1498 1.7746
-1.3372 3.1159 -2.0382
-1.9487 -2.3388 -0.5095
-0.4218 -3.5848 1.2964
0.9851 0.1555 -0.7587
0.1278 -0.0351 0.1743
-0.6363 0.0604 0.5836
-0.8005 0.8362 -0.6506
-0.0485 -0.1098 0.3254
-0.1496 -0.0386 -0.2058
-0.2952 -0.0412 -0.1428
-0.1195 0.8888 -0.3362
0.5661 0.6653 0.2835
0.0682 0.3508 -0.1123

Atom charges from the Mulliken analysis, given in e for atoms 1 to 2: -0.6002, -0.1224

***

[2]
Entry from the OMol25 dataset: a structure of composition C8F30HfN3O18PS8 at a distorted geometry (wB97M-V/def2-TZVPD).

Output
* energy: -228432.002 eV
* HOMO level: -0.2020 hartree
* charge: -2
* energy relative to the best compared isomer or geometry (same formula, charge and spin): 0.81 kcal/mol

CARTESIAN COORDINATES (ANGSTROEM)
Hf  -0.046  -0.022  -0.030
C  -1.633  -1.626  4.397
F  -2.375  -0.601  4.771
F  -0.393  -1.444  4.828
F  -2.106  -2.742  5.018
S  -1.777  -2.059  2.570
O  -1.151  -3.357  2.541
O  -3.197  -1.993  2.295
O  -1.024  -0.995  1.848
C  1.393  3.146  2.947
F  2.090  3.592  3.994
F  0.156  3.590  2.993
F  1.943  3.505  1.805
S  1.410  1.279  3.122
O  1.053  0.736  1.763
O  2.726  0.842  3.498
O  0.423  1.014  4.112
P  -2.369  2.378  1.223
F  -3.934  2.337  1.575
F  -2.235  3.847  1.799
F  -1.874  1.639  2.549
F  -0.740  2.230  0.803
F  -2.336  0.853  0.521
F  -2.569  2.940  -0.278
C  -0.055  4.298  -1.623
F  0.413  4.479  -0.402
F  -1.344  4.647  -1.618
F  0.475  5.147  -2.536
S  0.280  2.499  -2.263
O  -1.002  1.789  -2.221
O  1.049  2.637  -3.446
N  1.146  1.655  -1.014
S  2.668  2.254  -1.151
O  2.739  3.610  -1.633
O  3.352  2.027  0.088
C  3.540  1.029  -2.387
F  4.689  1.517  -2.865
F  3.855  -0.048  -1.663
F  2.823  0.665  -3.440
C  1.816  -4.043  -1.799
F  1.005  -4.846  -2.477
F  2.875  -4.742  -1.477
F  2.074  -2.954  -2.503
S  0.905  -3.401  -0.198
O  -0.405  -3.146  -0.677
O  1.059  -4.470  0.781
N  1.438  -1.751  0.242
S  2.909  -1.973  0.953
O  3.694  -3.016  0.337
O  3.487  -0.676  1.060
C  2.636  -2.392  2.806
F  3.598  -1.919  3.585
F  1.477  -1.862  3.129
F  2.568  -3.704  2.989
C  -1.614  -0.228  -4.449
F  -0.764  0.681  -4.884
F  -2.687  0.352  -3.950
F  -1.935  -1.017  -5.471
S  -0.748  -1.194  -3.043
O  -0.657  -2.571  -3.440
O  0.468  -0.449  -2.789
N  -1.536  -0.852  -1.499
S  -3.009  -1.693  -1.598
O  -3.289  -2.190  -2.932
O  -3.097  -2.650  -0.537
C  -4.346  -0.360  -1.235
F  -3.988  0.839  -1.682
F  -5.481  -0.738  -1.798
F  -4.516  -0.332  0.067

Atomic forces in eV per Å
-0.4859 0.7061 3.6241
0.1086 -0.7591 -0.2916
-0.1987 0.2505 -0.0692
-0.1232 -0.0721 -0.1299
-0.0622 0.4366 0.0509
-1.2316 -0.6539 -0.0124
0.0748 0.6752 -0.2257
0.9804 0.1250 0.4852
0.9111 0.3921 -1.3940
0.0726 -2.0563 -0.0539
0.0263 0.6416 -0.1319
-0.1482 0.5198 0.2631
0.3400 0.6763 -0.0600
0.5008 -1.5140 0.4258
-0.5095 -0.1040 -1.4175
0.1900 0.9102 -0.5385
-0.8658 0.4362 0.1009
0.5639 -0.6985 -0.3268
0.9528 -0.5064 -0.4701
0.4407 -0.2540 0.0185
-1.3434 0.8449 0.5074
1.0931 0.9783 -0.6969
-0.6959 -1.0201 -0.5696
-0.8675 0.0760 0.8576
-0.4634 0.9780 -0.4745
0.2144 0.0133 -0.5979
0.1804 -0.9184 -0.0608
0.5721 -0.6589 0.7917
-1.8984 -1.8445 1.8337
1.3162 1.2370 -0.1260
-0.4928 0.1019 -0.4279
-0.1404 2.0278 -2.5087
2.4117 -0.2819 2.3185
-0.5384 -0.8516 -0.5700
-0.2148 -0.5001 -0.9310
0.1988 -0.1516 0.2240
-0.0919 0.6169 0.3211
-0.4427 0.1721 -0.2456
-0.1479 0.0414 0.3184
-0.7141 0.7317 1.3558
-0.1778 0.3382 0.2004
0.5508 0.0643 -0.2849
0.5999 -0.2357 -0.4178
-0.5257 -1.3511 0.8901
-0.7040 0.3436 -0.3893
0.6655 2.0413 -1.2085
0.0291 -3.2876 -0.6237
1.9485 1.9521 0.9728
-1.0975 0.0432 0.2694
0.0699 0.0592 -0.1381
-0.6595 -0.4626 -0.6509
-0.0010 0.0695 -0.5858
0.0017 0.2193 0.2305
0.2109 -0.2947 0.0131
-0.1142 -0.2430 0.5332
0.0945 0.1017 -0.0956
-0.1548 0.1480 -0.4159
0.0173 -0.0150 0.4633
0.2530 -0.2247 1.7716
-0.1867 1.2485 0.0573
0.4269 -0.3032 0.3385
-0.8782 -1.4683 -3.5206
-0.6759 -1.0779 1.3423
0.5065 1.2139 0.4397
-0.1353 0.9101 -0.3570
1.1834 -0.2742 0.4641
-0.2367 -0.2396 -0.0723
-0.2398 -0.1003 -0.4656
-0.2430 0.0810 0.0732

Atom charges from the Mulliken analysis, given in e for atoms 1 to 2: 4.9622, 0.5785